Density functional theory data (ωB97M-V/def2-TZVPD) for a structure of composition C47H30BrCl5O4PdS2.

Geometry (Å):
Pd -1.263 -0.489 -0.031
C -0.515 2.473 6.634
C -0.323 2.031 5.215
C 0.843 2.356 4.516
C 1.011 1.982 3.198
C -0.004 1.247 2.582
C -1.179 0.918 3.238
C -1.323 1.313 4.555
S 0.336 0.894 0.900
O 0.611 2.107 0.167
C 1.638 -0.263 0.796
C 1.865 -1.120 1.895
C 2.635 -2.228 1.701
C 3.126 -2.556 0.416
C 3.839 -3.758 0.200
C 4.286 -4.080 -1.049
C 4.057 -3.211 -2.139
C 3.387 -2.036 -1.963
C 2.894 -1.680 -0.681
C 2.155 -0.490 -0.471
C 2.085 0.526 -1.572
C 3.280 1.273 -1.789
C 4.426 1.119 -0.961
C 5.550 1.857 -1.188
C 5.603 2.784 -2.252
C 4.521 2.959 -3.062
C 3.336 2.217 -2.846
C 2.208 2.406 -3.675
C 1.053 1.729 -3.445
C 0.993 0.799 -2.375
S -0.541 -0.052 -2.205
O -0.503 -1.392 -2.759
C -1.764 0.944 -2.954
C -1.933 2.269 -2.551
C -3.027 2.959 -3.029
C -3.952 2.348 -3.886
C -5.157 3.108 -4.354
C -3.741 1.027 -4.275
C -2.652 0.307 -3.809
H 0.438 2.634 7.133
H -1.090 1.742 7.201
H -1.066 3.415 6.657
H 1.627 2.914 5.010
H 1.912 2.254 2.660
H -1.967 0.365 2.747
H -2.235 1.061 5.081
H 1.434 -0.897 2.861
H 2.851 -2.890 2.529
H 4.009 -4.424 1.037
H 4.819 -5.008 -1.211
H 4.415 -3.484 -3.122
H 3.211 -1.380 -2.805
H 4.413 0.416 -0.140
H 6.413 1.731 -0.548
H 6.507 3.354 -2.420
H 4.549 3.668 -3.878
H 2.268 3.105 -4.498
H 0.199 1.883 -4.086
H -1.232 2.742 -1.874
H -3.175 3.992 -2.735
H -4.891 4.124 -4.646
H -5.887 3.184 -3.545
H -5.639 2.617 -5.196
H -4.440 0.551 -4.952
H -2.492 -0.723 -4.097
Cl -3.252 -1.646 -1.048
C -3.831 -0.053 -0.599
C -2.867 0.751 -0.029
C -3.239 2.027 0.361
Cl -2.125 3.138 1.045
C -4.556 2.457 0.138
Cl -5.010 4.045 0.581
C -5.496 1.623 -0.469
Cl -7.084 2.170 -0.766
C -5.132 0.331 -0.847
Cl -6.216 -0.741 -1.611
Br 1.880 -7.120 1.425
C 0.658 -5.874 2.138
C 0.058 -6.120 3.368
C -0.833 -5.197 3.900
C -1.119 -4.028 3.215
C -0.511 -3.798 1.984
C 0.375 -4.722 1.433
C -0.765 -2.560 1.247
O -0.236 -2.333 0.113
O -1.526 -1.633 1.717
H 0.288 -7.030 3.905
H -1.301 -5.399 4.853
H -1.808 -3.300 3.620
H 0.831 -4.533 0.470

Cartesian forces, eV/Å:
0.4 0.0 0.2
0.0 0.0 0.0
0.0 0.0 0.0
0.0 0.0 0.0
0.0 0.0 0.0
0.2 -0.2 0.0
0.0 -0.1 0.0
0.0 0.0 0.0
-0.1 0.1 0.1
0.0 0.1 -0.2
-0.1 0.0 0.0
0.1 -0.1 -0.1
0.0 0.1 0.0
0.0 0.0 0.0
0.0 0.0 0.0
0.0 0.0 0.0
0.0 0.0 0.0
0.0 0.0 0.0
0.0 0.0 0.0
-0.2 0.1 0.0
0.0 0.0 0.0
0.0 0.0 0.0
0.0 0.0 0.0
0.0 0.0 0.0
0.0 0.0 0.0
0.0 0.0 0.0
0.0 0.0 0.0
0.0 0.0 0.0
-0.1 0.0 0.0
0.1 0.0 0.0
0.0 0.0 0.0
0.0 0.0 0.1
-0.1 0.0 0.0
-0.1 0.0 0.0
0.0 0.0 0.0
0.0 0.0 0.0
0.0 0.0 0.0
0.0 0.0 0.0
0.0 0.0 0.0
0.0 0.0 0.0
0.0 0.0 0.0
0.0 0.0 0.0
0.0 0.0 0.0
0.0 0.0 0.0
0.0 0.0 0.0
0.0 0.0 0.0
0.0 0.0 0.0
0.0 0.0 0.0
0.0 0.0 0.0
0.0 0.0 0.0
0.0 0.0 0.0
0.0 0.0 0.0
0.0 0.0 0.0
0.0 0.0 0.0
0.0 0.0 0.0
0.0 0.0 0.0
0.0 0.0 0.0
0.0 0.0 0.0
0.0 0.0 0.0
0.0 0.0 0.0
0.0 0.0 0.0
0.0 0.0 0.0
0.0 0.0 0.0
0.0 0.0 0.0
0.0 0.0 0.0
0.0 -0.1 0.0
0.0 -0.1 0.0
-0.1 0.1 0.0
0.1 0.0 0.0
0.0 0.0 -0.1
0.0 0.0 0.0
0.0 0.0 0.0
0.0 0.0 0.0
0.0 0.0 0.0
0.0 0.0 0.0
0.0 0.0 0.0
0.0 0.0 0.0
0.0 0.0 0.0
0.0 0.0 0.0
0.0 0.0 0.0
0.0 0.0 0.0
0.0 0.0 0.0
0.0 0.0 0.0
-0.1 0.1 -0.1
0.0 0.0 0.1
0.0 0.0 0.0
0.0 0.0 0.0
0.0 0.0 0.0
0.0 0.0 0.0
0.0 0.0 0.0

The HOMO energy (spin up / spin down) is -13.44 / -13.44 eV. The LUMO energy (spin up / spin down) is -8.26 / -8.26 eV. The charge is +2. Its energy above the lowest of the compared OMol25 structures with the same formula, charge and spin is 37.73 kcal/mol. Its HOMO-LUMO gap (spin up / spin down) is 5.1839 / 5.1829 eV.